DFT (ωB97M-V/def2-TZVPD) results for a structure of composition C84H184N10O12 at a distorted geometry.

Properties
Gap between HOMO and LUMO in eV: 3.801
HOMO level in hartree: -0.40925
Total energy in Ha: -4758.95179

```
! RIJCOSX wB97M-V def2-TZVPD def2/J DEFGRID3
* xyz 6 1
C -0.475 -2.564 11.535
C 0.787 -3.428 11.248
C 1.453 -3.133 9.859
N 2.946 -3.488 9.720
C 3.203 -5.046 9.877
C 3.501 -3.013 8.310
C 4.885 -2.524 8.578
C 5.128 -2.517 10.075
C 3.805 -2.637 10.743
H -1.318 -2.802 10.887
H -0.290 -1.490 11.504
H -0.787 -2.777 12.558
H 0.540 -4.490 11.244
H 1.511 -3.460 12.062
H 1.374 -2.082 9.583
H 0.950 -3.673 9.057
H 2.765 -5.243 10.856
H 4.248 -5.344 9.962
H 2.660 -5.554 9.080
H 3.434 -3.892 7.669
H 2.922 -2.129 8.041
H 5.573 -3.158 8.019
H 4.875 -1.513 8.171
H 5.647 -3.408 10.428
H 5.691 -1.605 10.273
H 3.886 -3.095 11.729
H 3.326 -1.665 10.861
C 12.170 1.839 7.518
C 11.324 2.052 6.303
C 12.070 2.591 5.042
N 11.140 3.223 3.970
C 10.158 2.133 3.368
C 11.985 3.774 2.703
C 11.173 4.891 2.202
C 10.431 5.517 3.377
C 10.330 4.437 4.453
H 12.833 2.702 7.589
H 12.780 0.936 7.499
H 11.528 1.655 8.380
H 10.468 2.674 6.564
H 10.920 1.081 6.019
H 12.497 1.720 4.544
H 12.844 3.280 5.380
H 9.627 2.503 2.491
H 9.410 1.868 4.115
H 10.731 1.229 3.160
H 12.244 3.017 1.963
H 12.913 4.183 3.103
H 10.363 4.469 1.607
H 11.779 5.562 1.593
H 9.469 5.973 3.142
H 11.019 6.304 3.850
H 9.304 4.132 4.658
H 10.858 4.694 5.371
C -12.134 -9.876 8.639
C -10.628 -9.816 8.459
C -10.227 -8.982 7.191
N -8.694 -8.672 7.160
C -7.741 -9.929 7.308
C -8.268 -7.563 8.213
C -7.431 -6.542 7.510
C -8.109 -6.503 6.150
C -8.358 -8.015 5.827
H -12.598 -8.889 8.652
H -12.371 -10.525 9.482
H -12.596 -10.445 7.833
H -10.298 -10.850 8.369
H -10.130 -9.420 9.344
H -10.671 -7.992 7.302
H -10.462 -9.468 6.245
H -7.735 -10.368 6.311
H -8.125 -10.460 8.179
H -6.780 -9.599 7.703
H -7.809 -7.942 9.126
H -9.218 -7.121 8.517
H -6.372 -6.789 7.445
H -7.354 -5.558 7.972
H -7.530 -6.021 5.362
H -9.103 -6.068 6.046
H -7.583 -8.575 5.305
H -9.204 -8.068 5.142
C -1.947 8.317 -3.980
C -1.136 9.638 -3.899
C -2.028 10.926 -4.160
N -1.178 12.201 -4.039
C -0.135 12.419 -5.146
C -2.165 13.413 -3.941
C -1.288 14.566 -3.385
C -0.276 13.983 -2.465
C -0.449 12.496 -2.642
H -2.657 8.150 -3.170
H -1.361 7.403 -3.892
H -2.359 8.160 -4.977
H -0.238 9.598 -4.516
H -0.853 9.822 -2.863
H -2.968 10.952 -3.609
H -2.275 11.037 -5.216
H 0.590 13.168 -4.827
H -0.723 12.686 -6.024
H 0.386 11.481 -5.338
H -2.625 13.543 -4.921
H -2.909 13.142 -3.191
H -0.811 15.113 -4.199
H -1.881 15.275 -2.807
H 0.700 14.242 -2.876
H -0.240 14.263 -1.412
H 0.485 11.968 -2.836
H -0.981 11.908 -1.895
C -4.176 -9.383 -8.955
C -4.149 -9.197 -7.494
C -5.472 -8.554 -7.021
N -5.538 -8.720 -5.451
C -5.801 -10.210 -5.092
C -6.735 -7.881 -4.887
C -6.404 -7.458 -3.458
C -4.910 -7.336 -3.389
C -4.410 -8.074 -4.627
H -3.274 -9.776 -9.424
H -4.265 -8.460 -9.528
H -4.969 -10.080 -9.228
H -3.210 -8.739 -7.183
H -4.123 -10.166 -6.995
H -6.344 -9.014 -7.484
H -5.489 -7.500 -7.296
H -6.111 -10.253 -4.048
H -4.958 -10.884 -5.250
H -6.582 -10.556 -5.770
H -7.712 -8.363 -4.865
H -6.830 -7.032 -5.565
H -6.785 -8.242 -2.803
H -6.994 -6.622 -3.084
H -4.452 -7.707 -2.473
H -4.598 -6.296 -3.485
H -3.678 -8.861 -4.444
H -4.066 -7.304 -5.318
C 5.566 -0.941 -13.718
C 4.386 -0.215 -12.921
C 4.900 1.078 -12.317
N 4.081 1.680 -11.098
C 4.253 0.672 -9.958
C 4.714 2.953 -10.566
C 3.579 3.936 -10.323
C 2.271 3.213 -10.602
C 2.683 2.063 -11.463
H 6.259 -1.544 -13.131
H 6.081 -0.103 -14.188
H 5.104 -1.713 -14.333
H 4.021 -1.019 -12.283
H 3.591 0.062 -13.613
H 4.856 1.845 -13.091
H 5.930 0.988 -11.972
H 3.715 1.185 -9.161
H 5.302 0.439 -9.773
H 3.660 -0.212 -10.193
H 5.344 2.715 -9.709
H 5.354 3.300 -11.377
H 3.651 4.443 -9.361
H 3.785 4.764 -11.000
H 1.974 2.818 -9.630
H 1.453 3.807 -11.009
H 2.070 1.164 -11.404
H 2.592 2.386 -12.500
C 2.769 3.099 -0.502
C 1.592 2.341 0.152
C 1.342 0.948 -0.400
N 0.325 -0.012 0.367
C 0.375 -1.377 -0.349
C -1.010 0.760 0.280
C -1.307 1.292 1.782
C -0.576 0.186 2.659
C 0.653 -0.177 1.893
H 2.666 3.237 -1.578
H 3.736 2.607 -0.398
H 2.852 4.033 0.053
H 0.697 2.950 0.023
H 1.688 2.405 1.236
H 2.254 0.351 -0.373
H 1.040 0.949 -1.447
H -0.247 -2.081 0.203
H 1.411 -1.716 -0.346
H 0.014 -1.371 -1.378
H -1.769 -0.008 0.131
H -1.048 1.582 -0.435
H -2.378 1.388 1.956
H -0.793 2.248 1.889
H -1.157 -0.727 2.792
H -0.366 0.585 3.651
H 1.040 -1.164 2.147
H 1.495 0.486 2.096
C 4.147 -8.355 -10.853
C 4.822 -8.504 -9.466
C 3.891 -8.158 -8.299
N 4.326 -8.714 -6.922
C 5.749 -8.253 -6.570
C 3.942 -10.177 -6.782
C 3.585 -10.437 -5.312
C 3.203 -9.115 -4.701
C 3.362 -8.095 -5.808
H 3.661 -9.284 -11.152
H 4.928 -8.110 -11.572
H 3.404 -7.558 -10.835
H 5.748 -7.930 -9.482
H 5.171 -9.536 -9.420
H 2.866 -8.510 -8.412
H 3.909 -7.076 -8.167
H 5.640 -7.178 -6.708
H 6.459 -8.632 -7.305
H 5.938 -8.502 -5.525
H 4.761 -10.792 -7.156
H 3.085 -10.356 -7.431
H 4.397 -10.833 -4.702
H 2.776 -11.147 -5.141
H 3.788 -8.945 -3.797
H 2.133 -9.129 -4.492
H 3.684 -7.146 -5.380
H 2.388 -7.811 -6.207
C -10.992 4.277 -4.779
C -10.802 4.255 -3.324
C -10.375 2.811 -2.907
N -10.244 2.515 -1.393
C -9.065 3.383 -0.809
C -11.584 2.886 -0.660
C -11.748 1.874 0.486
C -10.519 0.927 0.397
C -10.077 0.996 -1.152
H -11.646 3.489 -5.153
H -10.073 4.044 -5.317
H -11.393 5.241 -5.093
H -11.729 4.505 -2.808
H -10.174 5.075 -2.974
H -9.475 2.292 -3.237
H -11.185 2.133 -3.177
H -9.499 4.382 -0.827
H -8.244 3.149 -1.488
H -8.945 3.103 0.237
H -11.582 3.879 -0.209
H -12.392 2.874 -1.390
H -11.794 2.315 1.482
H -12.589 1.215 0.270
H -9.722 1.253 1.066
H -10.819 -0.067 0.729
H -9.033 0.863 -1.438
H -10.691 0.452 -1.869
C 5.563 10.052 7.868
C 4.123 9.881 7.401
C 3.601 11.033 6.523
N 2.163 10.817 6.032
C 2.175 9.540 5.089
C 1.556 12.042 5.302
C 0.097 12.065 5.727
C -0.188 10.871 6.600
C 1.161 10.559 7.263
H 5.823 9.173 8.457
H 5.593 10.898 8.555
H 6.215 10.322 7.036
H 3.488 9.588 8.237
H 4.012 8.999 6.769
H 4.196 11.273 5.642
H 3.470 11.943 7.110
H 1.259 9.507 4.500
H 2.104 8.691 5.769
H 3.060 9.687 4.469
H 1.883 11.994 4.263
H 2.122 12.903 5.658
H -0.527 11.958 4.840
H -0.140 12.970 6.286
H -0.593 10.020 6.051
H -0.929 11.090 7.369
H 1.338 9.528 7.570
H 1.405 11.274 8.048
O 6.774 -5.032 -1.126
C 6.913 -3.751 -0.858
O 7.126 -3.147 -1.909
O 6.657 -3.278 0.275
H 7.039 -4.510 -1.888
O -0.463 -8.090 2.228
C -0.828 -7.951 3.518
O -1.346 -8.914 4.109
O -0.741 -6.893 4.147
H -0.891 -8.940 2.103
O -2.437 -0.944 -6.487
C -3.664 -1.314 -6.202
O -4.133 -2.251 -6.824
O -4.344 -0.587 -5.435
H -2.292 -1.652 -7.119
O 2.858 4.424 10.553
C 3.306 3.937 9.428
O 2.605 3.624 8.464
O 4.520 3.741 9.391
H 3.748 4.582 10.876
*
```

Atom charges from the Löwdin analysis, given in e for atoms 1 to 5:
1. C -0.079
2. C -0.212
3. C -0.119
4. N -0.207
5. C 0.068